This record from the Open Molecules 2025 dataset describes a 2-piece molecular cluster, C3H8ClNOSi overall in a non-equilibrium geometry. The level of theory is wB97M-V/def2-TZVPD.

- lowest unoccupied orbital energy (alpha / beta) (Ha) = -0.049 / -0.049
- 2S+1 = 1
- strongest force on any atom (eV Å⁻¹) = 5.4
- HOMO level (alpha / beta) (eV) = -10.24 / -10.24

Positions of all 15 atoms, in Å:
C -0.0311 0.5064 0.8052
C -0.2362 1.0950 2.2333
C 0.6482 1.3732 -0.1391
N -0.2600 -0.7088 0.6611
O 0.7052 -1.3485 -0.9579
Si -0.4217 -2.1262 -1.7743
Cl 0.5895 -2.2884 -3.5655
H 0.3427 0.6196 2.8984
H -0.0642 2.1585 2.2108
H -1.3191 0.8872 2.4664
H 1.2542 0.7254 -0.9292
H -0.0612 1.8606 -0.8022
H 1.4239 2.0552 0.3808
H -0.8912 -3.4960 -1.3229
H -1.6789 -1.3132 -2.1649